[1]
Formula: C7H7NO
Source: the Open Molecules 2025 dataset
Level of theory: wB97M-V/def2-TZVPD

Each atom is followed by the atoms it is bonded to, with distances in Å.
CARTESIAN COORDINATES (ANGSTROEM)
1 H 1.614 -1.270 0.659  O15 0.967
2 C 0.058 1.509 0.096  H3 1.083, C11 1.453, C12 1.336
3 H 0.538 2.469 0.247  C2 1.083
4 N -3.349 -0.370 -0.718  C8 1.149
5 H 0.727 -0.946 -2.207  C6 1.084
6 C 0.347 -0.497 -1.298  H5 1.084, C7 1.480, C11 1.335
7 C -0.056 -1.465 -0.253  C6 1.480, H10 1.081, O15 1.359
8 C -2.481 -0.328 0.034  N4 1.149, C13 1.407
9 H 0.726 1.453 -1.959  C11 1.082
10 H -0.746 -2.249 -0.533  C7 1.081
11 C 0.367 0.830 -1.151  C2 1.453, C6 1.335, H9 1.082
12 C -0.688 0.980 1.069  C2 1.336, C13 1.466, H14 1.082
13 C -1.402 -0.294 0.936  C8 1.407, C12 1.466, H16 1.085
14 H -0.799 1.496 2.014  C12 1.082
15 O 0.934 -1.948 0.544  H1 0.967, C7 1.359
16 H -1.554 -0.864 1.845  C13 1.085

charge	0
SMILES	N#C\C=C/C=C\C=C\O
F_max	0.068	hartree/bohr
electronic energy	-400.82637	Eh
E_LUMO	-0.009	eV
ΔE to the lowest compared entry with this formula, charge and spin	53.0	kcal/mol
frontier orbital gap	0.3158	Ha

List of natural (NBO) charges in e, atom by atom: number 1, H, carries 0.485; number 2, C, carries -0.247; number 3, H, carries 0.219; number 4, N, carries -0.351; number 5, H, carries 0.224; number 6, C, carries -0.280; number 7, C, carries 0.224; number 8, C, carries 0.263; number 9, H, carries 0.220; number 10, H, carries 0.208; number 11, C, carries -0.178; number 12, C, carries -0.157; number 13, C, carries -0.432; number 14, H, carries 0.212; number 15, O, carries -0.663; number 16, H, carries 0.252

[2]
Formula: C7H7NO2
Source: the Open Molecules 2025 dataset
Level of theory: wB97M-V/def2-TZVPD

Each atom is followed by the atoms it is bonded to, with distances in Å.
CARTESIAN COORDINATES (ANGSTROEM)
1 H 1.479 2.248 -0.084  C15 1.002
2 C -1.266 -0.230 -0.062  C3 1.479, C7 1.334, C12 1.436
3 C -2.365 -1.189 0.181  C2 1.479, H9 1.266, H11 0.933, H13 1.092
4 C 1.052 0.330 -0.145  C6 1.530, C12 1.353, C15 1.397
5 H -2.718 1.405 -0.086  C7 1.256
6 C 2.502 -0.159 -0.158  C4 1.530, O10 1.186, O17 1.398
7 C -1.507 1.079 -0.161  C2 1.334, H5 1.256, N16 1.352
8 H 0.236 -1.696 0.212  C12 1.093
9 H -2.119 -2.431 0.141  C3 1.266
10 O 3.044 -0.747 -1.034  C6 1.186
11 H -2.900 -0.878 0.879  C3 0.933
12 C 0.111 -0.634 -0.016  C2 1.436, C4 1.353, H8 1.093
13 H -2.847 -1.081 -0.793  C3 1.092
14 H 3.970 -0.101 0.743  O17 0.889
15 C 0.681 1.671 -0.268  H1 1.002, C4 1.397, N16 1.319
16 N -0.581 2.058 -0.268  C7 1.352, C15 1.319
17 O 3.229 0.356 0.920  C6 1.398, H14 0.889

charge	0
SMILES	Cc1cncc(C(=O)O)c1
F_max	0.209	hartree/bohr
electronic energy	-476.09926	Eh
E_LUMO	0.680	eV
ΔE to the lowest compared entry with this formula, charge and spin	52.5	kcal/mol
frontier orbital gap	0.3858	Ha

List of natural (NBO) charges in e, atom by atom: number 1, H, carries 0.194; number 2, C, carries -0.068; number 3, C, carries -0.586; number 4, C, carries -0.182; number 5, H, carries 0.182; number 6, C, carries 0.782; number 7, C, carries 0.037; number 8, H, carries 0.226; number 9, H, carries 0.210; number 10, O, carries -0.551; number 11, H, carries 0.199; number 12, C, carries -0.140; number 13, H, carries 0.229; number 14, H, carries 0.476; number 15, C, carries 0.050; number 16, N, carries -0.387; number 17, O, carries -0.671

[3]
Formula: C7H7NO2S
Source: the Open Molecules 2025 dataset
Level of theory: wB97M-V/def2-TZVPD

Each atom is followed by the atoms it is bonded to, with distances in Å.
CARTESIAN COORDINATES (ANGSTROEM)
1 H -0.777 -1.690 0.591  C10 1.074
2 C 0.800 -0.568 -0.437  H4 1.057, C5 1.512, H6 1.021, C10 1.521
3 C -0.382 1.412 -0.472  C5 1.289, C17 1.487, H18 1.119
4 H 1.637 -0.704 0.195  C2 1.057
5 C 0.666 0.843 -0.962  C2 1.512, C3 1.289, H7 1.086
6 H 0.804 -1.259 -1.189  C2 1.021
7 H 1.226 1.102 -1.855  C5 1.086
8 S 0.357 3.904 1.553  O12 1.460, N13 2.126, O15 1.425
9 C 0.670 1.138 2.095  C11 1.449, N13 1.178
10 C -0.349 -0.705 0.549  H1 1.074, C2 1.521, C11 1.542, C17 1.471
11 C -0.365 0.160 1.826  C9 1.449, C10 1.542, H16 1.093, C17 1.641
12 O -1.047 3.508 1.590  S8 1.460
13 N 1.227 2.141 2.361  S8 2.126, C9 1.178
14 H -2.201 0.774 0.417  C17 1.077
15 O 0.961 3.959 0.263  S8 1.425
16 H -0.768 -0.308 2.727  C11 1.093
17 C -1.155 0.520 0.433  C3 1.487, C10 1.471, C11 1.641, H14 1.077
18 H -0.647 2.467 -0.737  C3 1.119

charge	0
F_max	0.074	hartree/bohr
electronic energy	-874.24739	Eh
E_LUMO	-0.087	eV
ΔE to the lowest compared entry with this formula, charge and spin	39.2	kcal/mol
frontier orbital gap	0.3406	Ha

List of natural (NBO) charges in e, atom by atom: number 1, H, carries 0.241; number 2, C, carries -0.441; number 3, C, carries -0.219; number 4, H, carries 0.219; number 5, C, carries -0.165; number 6, H, carries 0.219; number 7, H, carries 0.224; number 8, S, carries 1.719; number 9, C, carries 0.447; number 10, C, carries -0.189; number 11, C, carries -0.375; number 12, O, carries -0.923; number 13, N, carries -0.466; number 14, H, carries 0.256; number 15, O, carries -0.898; number 16, H, carries 0.273; number 17, C, carries -0.180; number 18, H, carries 0.258